1.
42
Properties=species:S:1:pos:R:3:lowdin_charge:R:1 method="wB97M-V/def2-TZVPD" orbital_gap_ev=4.3 homo_ev=-2.05 charge=-1 multiplicity=1
C -2.0662 1.6487 -1.4645 -0.043
C -2.5014 2.8720 -1.4807 -0.222
C -2.8633 3.6558 -2.6982 -0.372
N -4.2422 3.4951 -3.0937 0.066
B -5.0958 2.8819 -2.1912 -0.917
O -5.7278 1.6221 -2.5183 0.015
O -5.4881 3.4103 -0.9280 0.048
H -2.1033 1.1259 -0.5229 0.041
H -1.7273 1.1165 -2.3329 0.054
H -2.6481 3.3710 -0.5409 0.092
H -2.6555 4.7218 -2.4508 0.078
H -2.1771 3.4294 -3.5245 0.080
H -5.1746 0.9062 -2.1878 0.053
H -6.4401 3.3339 -0.7974 0.059
O 1.0059 -0.4748 0.6489 0.099
C 1.1069 0.5323 1.2951 -0.509
O 1.1114 0.4372 2.6424 -0.004
C 1.3959 1.5400 3.5035 -0.244
C 0.1606 2.3744 3.7739 -0.063
C 1.1398 1.8945 0.6490 0.020
H 2.2209 2.1357 3.1100 0.111
H 1.7483 1.0956 4.4338 0.119
H -0.2298 2.8215 2.8601 0.072
H 0.3868 3.1750 4.4793 0.079
H -0.6307 1.7512 4.1901 0.084
H 0.1177 2.2163 0.4453 0.083
H 1.6747 1.8150 -0.2937 0.095
H 1.6506 2.6529 1.2389 0.069
O 4.4193 -5.4166 -2.3906 0.092
C 3.5591 -5.0574 -1.6309 -0.537
O 3.4334 -3.7525 -1.3486 0.002
C 2.3355 -3.2065 -0.5972 -0.225
C 2.5936 -3.2961 0.8914 -0.069
C 2.6711 -6.0583 -0.9243 0.006
H 1.3943 -3.6735 -0.8883 0.117
H 2.2656 -2.1623 -0.8896 0.111
H 2.6871 -4.3328 1.2213 0.064
H 1.7834 -2.8265 1.4462 0.070
H 3.5288 -2.7947 1.1424 0.084
H 3.1938 -6.4329 -0.0456 0.092
H 2.4832 -6.8853 -1.6048 0.087
H 1.7037 -5.6620 -0.6262 0.068


2.
74
Properties=species:S:1:pos:R:3:lowdin_charge:R:1 method="wB97M-V/def2-TZVPD" orbital_gap_ev=10.5 homo_ev=-10.48 multiplicity=1
C -1.7581 -6.2209 0.3516 -0.015
C -0.6046 -5.7388 1.2451 -0.308
C 0.0298 -4.3588 0.9409 -0.116
O -0.2926 -3.5695 2.0739 0.035
C -0.9077 -4.3237 3.0186 -0.553
O -1.1845 -3.9487 4.1083 0.176
O -1.0246 -5.5981 2.5902 0.088
H -1.9431 -7.2750 0.5460 0.083
H -1.5213 -5.9869 -0.6848 0.083
H -2.7009 -5.7346 0.6121 0.090
H 0.1665 -6.5068 1.1749 0.146
H -0.3604 -3.9998 -0.0084 0.081
H 1.1108 -4.4567 0.8714 0.132
C -3.6862 4.1452 2.1145 -0.040
C -4.4003 4.1699 0.7398 -0.318
C -4.8877 2.8043 0.2592 -0.101
O -6.2911 2.9399 0.2678 0.079
C -6.6473 4.1959 0.6471 -0.549
O -7.7622 4.5230 0.8606 0.181
O -5.5538 4.9735 0.7983 0.110
H -3.4798 5.1260 2.5442 0.080
H -2.7660 3.5661 2.1961 0.010
H -4.3768 3.6554 2.8122 0.094
H -3.6188 4.5652 0.0919 0.115
H -4.5279 1.9140 0.7713 0.121
H -4.4354 2.7269 -0.7375 0.129
C 1.9324 -3.2368 -3.4642 -0.056
O 1.9680 -3.4702 -4.8636 0.022
C 3.0114 -4.1271 -5.3289 -0.629
O 4.0132 -4.4049 -4.7319 0.129
O 2.7595 -4.4582 -6.5912 0.016
C 3.7613 -5.1725 -7.2733 -0.062
H 1.5232 -4.1144 -2.9606 0.098
H 1.4069 -2.3274 -3.1977 0.024
H 2.9522 -3.1641 -3.0786 0.096
H 4.1983 -6.0078 -6.7153 0.096
H 4.6505 -4.5997 -7.5420 0.099
H 3.2728 -5.6164 -8.1361 0.095
C -0.7830 3.2529 -2.7627 -0.068
O -0.3667 4.0854 -1.7230 -0.010
C -1.1601 5.0358 -1.2627 -0.620
O -2.0519 5.5372 -1.9088 0.133
O -0.8288 5.3125 -0.0153 -0.017
C -1.4806 6.3361 0.7175 -0.042
H 0.0184 2.5522 -3.0048 0.081
H -0.9930 3.8240 -3.6705 0.100
H -1.6334 2.5831 -2.5939 0.097
H -2.5192 6.0191 0.8072 0.065
H -1.3702 7.3519 0.3407 0.108
H -1.0655 6.3890 1.7219 0.063
Br 0.2510 -1.2582 -0.9149 0.682
C -0.7812 0.0257 0.1395 -0.678
C -0.5549 -0.1607 1.6317 -0.660
Br -1.7059 1.0891 2.6045 0.722
H -1.8117 -0.2684 -0.0399 0.049
H -0.5432 1.0018 -0.2673 0.009
H 0.4599 0.0267 1.9711 -0.001
H -0.8031 -1.1869 1.8853 0.041
Br 2.3223 1.7299 -0.6504 0.665
C 2.4013 3.0906 0.7363 -0.705
C 1.5264 2.8492 1.9154 -0.660
Br 1.1562 4.5857 2.7878 0.662
H 2.2827 4.0459 0.2228 0.043
H 3.4434 3.2641 1.0259 0.065
H 1.9940 2.1921 2.6437 0.042
H 0.5776 2.4150 1.6056 -0.008
Br 3.1472 -0.9200 2.8103 0.632
C 4.6787 -1.2441 4.0116 -0.693
C 5.8549 -1.9523 3.3867 -0.712
Br 7.4039 -1.8743 4.5382 0.645
H 4.2431 -1.8028 4.8377 0.052
H 4.9677 -0.3037 4.4793 0.047
H 6.1206 -1.5170 2.4281 0.053
H 5.5776 -2.9941 3.2434 0.058


3.
27
Properties=species:S:1:pos:R:3:lowdin_charge:R:1 method="wB97M-V/def2-TZVPD" orbital_gap_ev=5.9 homo_ev=-13.29 charge=+2 multiplicity=1
Li 11.7587 -22.3003 -8.9039 0.918
Li 14.6298 -19.5714 -12.1605 0.945
Li 17.6311 -20.8686 -7.9192 0.921
O 15.0720 -22.1610 -9.7839 -0.667
H 15.3356 -23.1014 -9.8114 -0.150
O 13.8578 -25.6488 -4.8836 -0.057
H 14.2217 -26.3933 -4.4045 0.037
H 13.7983 -25.9524 -5.7895 0.021
O 18.5487 -23.8384 -5.6440 -0.056
H 18.8231 -24.4525 -6.3251 0.033
H 17.9103 -24.3265 -5.1239 0.036
C 12.0728 -25.3180 -14.2544 -0.838
O 12.6093 -25.2856 -15.3484 0.044
N 10.9006 -24.9604 -14.0458 0.175
N 12.7349 -25.6951 -13.1830 0.151
H 10.4996 -25.2862 -13.1780 0.118
H 10.4361 -24.3338 -14.6875 0.140
H 13.7194 -25.8885 -13.2989 0.118
H 12.3410 -25.8364 -12.2638 0.097
C 21.3655 -21.3915 -12.0072 -0.813
O 20.5682 -21.2576 -11.1285 0.007
N 20.9827 -21.2450 -13.2865 0.160
N 22.5841 -21.7311 -11.7725 0.184
H 21.6647 -21.5797 -13.9521 0.107
H 19.9899 -21.1173 -13.4215 0.109
H 22.6504 -21.9017 -10.7792 0.130
H 23.2024 -22.0459 -12.5065 0.126


4.
120
Properties=species:S:1:pos:R:3:lowdin_charge:R:1 method="wB97M-V/def2-TZVPD" orbital_gap_ev=8.0 homo_ev=-8.74 multiplicity=1
H -3.2437 -2.9555 -2.7267 0.027
H -3.9952 -1.5946 -2.5258 0.035
O -3.3482 -2.0570 -3.0725 -0.057
H 3.7991 -1.2927 -4.2113 0.034
H 3.7907 -0.1491 -5.3745 0.047
O 3.6680 -0.3738 -4.4547 -0.040
H 2.2116 -0.0960 2.5395 0.062
H 0.8487 -0.3824 3.1013 0.112
O 1.2597 -0.0296 2.2962 -0.066
H 0.8062 2.6332 1.6096 0.007
H 1.3850 1.6802 2.3915 0.011
O 1.5449 2.6525 2.2503 -0.119
H 3.0489 0.0439 -1.3041 0.060
H 3.7463 0.8339 -0.4225 0.068
O 2.8030 0.6384 -0.5629 -0.051
H -0.4057 -3.5943 -1.5227 0.045
O 0.4137 -4.0976 -1.4794 -0.046
H -2.6575 -0.4358 -3.3346 0.040
O -2.9548 0.5161 -3.4232 -0.097
H -4.6444 0.7898 -0.2105 0.014
H -5.3187 -0.6237 -0.0782 0.050
O -5.0477 0.0417 -0.7264 -0.071
H 0.7284 -5.1220 0.4083 0.020
H -0.2394 -5.1403 1.6618 0.043
O -0.1087 -5.4398 0.7583 -0.062
H -4.3396 1.6900 -2.0869 -0.014
H -3.6963 2.9096 -1.9133 -0.010
O -4.1699 2.4639 -2.6344 -0.075
H -0.7017 2.0612 -4.3359 -0.009
H -2.1161 1.5583 -4.5275 -0.022
O -1.4903 2.2200 -4.8916 -0.094
H -0.3494 -0.4172 -0.9146 0.044
O 0.0750 -1.2737 -0.8248 -0.021
H -2.0130 5.4381 3.5836 0.079
H -1.0699 5.6398 2.4415 0.055
O -1.9107 5.1955 2.6537 -0.034
H 2.6467 -3.2613 -2.4417 -0.016
H 2.6992 -4.8583 -2.0706 0.030
O 2.9949 -4.1510 -2.6424 -0.066
H 0.3806 -0.1213 -3.9385 0.080
H -0.7113 0.4559 -3.1077 0.055
O 0.1681 0.6892 -3.4554 -0.038
H -2.6987 2.0903 -0.3487 0.045
H -3.5627 2.8112 0.6345 0.081
O -3.5284 1.9701 0.1588 -0.051
H -4.4502 -3.2221 -0.7916 0.029
H -3.8306 -4.6481 -0.5917 0.015
O -4.1996 -4.0234 -1.2565 -0.064
H -1.1508 -6.3359 -1.7050 0.010
H -1.4958 -5.5365 -2.9163 0.021
O -1.0858 -6.3691 -2.6660 -0.048
H 3.6765 -4.3867 -0.9116 -0.003
O 3.7373 -4.4851 0.0619 -0.053
H 2.7108 3.8534 1.0743 0.030
H 2.4359 3.0601 -0.2373 -0.010
O 2.5475 3.9522 0.1119 -0.064
H -4.1130 -2.2450 2.2257 0.008
O -4.6650 -1.7181 2.8148 -0.073
H -3.5214 -0.7354 0.0887 -0.006
H -2.6162 -0.3433 1.2866 0.039
O -2.8777 -1.0749 0.7267 -0.057
H 3.0100 0.0734 6.1487 0.041
H 2.6351 1.4639 5.4185 0.024
O 2.4003 0.8225 6.0948 -0.058
H -1.2326 3.7400 2.5908 0.016
H -0.8506 2.3787 3.1580 0.064
O -0.6313 2.9613 2.4214 -0.081
H 5.4257 -1.6005 -0.9595 0.073
H 5.8716 -1.4848 0.5348 0.075
O 5.5030 -0.9898 -0.2106 -0.035
H -1.3606 3.9279 -1.9633 0.047
H -2.1860 4.2120 -0.4694 0.064
O -1.9971 3.6947 -1.2585 -0.052
H 1.3357 6.2152 -2.2416 0.092
H 1.7564 4.9288 -1.7761 0.044
O 1.2132 5.6602 -1.4551 -0.130
H -1.9794 -4.5369 0.6854 -0.004
H -2.6208 -5.8624 0.2884 0.058
O -2.7578 -5.0714 0.8205 -0.035
H 1.1231 -2.2072 1.6482 -0.018
H 1.8601 -3.1695 0.9387 0.039
O 1.1827 -3.1678 1.6805 -0.093
H -0.9081 -1.9692 1.5321 0.008
H -1.0402 -3.4059 1.5144 -0.002
O -1.2277 -2.6738 2.0996 -0.044
H -2.5204 1.2472 4.7443 0.013
H -3.8076 1.7586 5.4708 0.041
O -2.8899 1.9585 5.2732 -0.044
H -2.5289 -3.1809 4.0097 0.035
O -2.5566 -2.3616 4.4925 -0.058
H 0.0284 6.5377 -0.1679 0.016
H 1.2345 6.4148 0.5607 0.026
O 0.3222 6.6928 0.7394 -0.079
H 4.1170 -5.3733 0.1028 0.056
H 0.8665 -3.9172 -2.3098 0.031
H -4.1427 -1.4264 3.5694 0.000
H -3.3048 0.3377 -4.3159 0.091
H 0.2573 -1.4602 0.0971 0.017
H -2.1640 -1.5742 4.0940 0.026
O 0.0738 1.0650 0.5098 -0.088
H 0.9772 0.8089 0.7079 0.011
H -0.2923 1.9574 0.6175 0.049
O 5.2534 2.8838 3.0456 -0.055
H 4.4206 3.1366 2.6444 0.005
H 5.2424 1.9077 3.0619 0.019
O 1.2343 2.3270 -1.5364 -0.098
H 0.4246 1.9697 -1.1125 0.042
H 1.3390 1.5912 -2.2036 0.069
O 2.9697 -1.7174 0.9154 -0.085
H 2.5107 -0.9246 0.5713 0.010
H 3.8716 -1.5364 0.6041 0.012
O 0.2750 4.5556 -2.6090 -0.130
H 0.2195 4.4475 -3.5613 0.082
H 0.7880 3.7979 -2.2545 0.025
O 2.1115 -1.6640 -2.4262 -0.073
H 1.5420 -1.5555 -1.6284 0.020
H 1.9098 -0.9809 -3.0785 0.025
O 3.8913 0.7347 2.2721 -0.054
H 4.6164 0.7873 1.6354 0.059
H 3.3869 1.5177 1.9841 0.030


5.
30
Properties=species:S:1:pos:R:3:lowdin_charge:R:1 method="wB97M-V/def2-TZVPD" orbital_gap_ev=10.0 homo_ev=-10.00 multiplicity=1
O 0.1639 2.4702 0.5552 -0.056
H -0.7590 2.5506 0.3144 0.006
H 0.1929 2.7154 1.4800 0.082
O 2.0933 3.3487 -1.1199 -0.056
H 1.2600 3.0359 -0.7679 -0.020
H 2.5380 3.7430 -0.3696 0.018
O 0.3640 -2.8879 1.6515 -0.032
H -0.0028 -2.2496 2.2633 0.044
H 0.6969 -3.5911 2.2092 0.047
O -2.9115 -1.0161 0.9992 -0.062
H -2.8151 -1.9486 0.8061 0.030
H -2.0375 -0.6509 0.8615 -0.024
O -1.7912 -1.6128 -2.2047 -0.066
H -1.2472 -1.1529 -1.5653 -0.047
H -1.3243 -2.4314 -2.3724 -0.003
O -2.3999 3.0033 -0.3372 -0.017
H -2.8743 2.3089 0.1199 0.060
H -2.9756 3.7658 -0.2790 0.064
O 2.5314 1.3633 1.7514 -0.043
H 2.8869 2.1776 1.3951 0.023
H 1.7207 1.2213 1.2628 -0.007
O -0.6054 -0.1120 -0.4013 -0.046
H 0.2294 -0.5152 -0.1631 0.015
H -0.4969 0.8130 -0.1802 0.022
O 1.9537 -0.8879 -0.8078 -0.031
H 2.9034 -0.8058 -0.7210 0.060
H 1.8307 -1.4739 -1.5546 0.050
O 0.1293 -3.6531 -1.2893 -0.045
H 0.2070 -3.0612 -0.5410 -0.010
H 0.5392 -4.4666 -0.9953 0.044


6.
14
Properties=species:S:1:pos:R:3:lowdin_charge:R:1 method="wB97M-V/def2-TZVPD" orbital_gap_ev=10.1 homo_ev=-9.27 multiplicity=1
C -0.9741 1.0263 1.1108 -0.132
N 0.2529 0.2616 1.2308 -0.126
N 0.2189 -0.9608 0.5077 -0.025
C 0.5202 -0.8865 -0.9006 -0.502
O -0.6262 -0.6363 -1.6500 0.009
O 1.4897 0.1038 -1.1466 0.001
H -0.9706 1.7699 1.9063 0.074
H -1.8119 0.3466 1.2722 0.082
H -1.1030 1.5511 0.1531 0.073
H 1.0478 0.8256 0.9348 0.101
H 0.8490 -1.6020 0.9794 0.118
H 0.8959 -1.8709 -1.2297 0.152
H -1.2878 -0.2076 -1.0812 0.080
H 1.4992 0.2794 -2.0870 0.094


7.
68
Properties=species:S:1:pos:R:3:lowdin_charge:R:1 method="wB97M-V/def2-TZVPD" orbital_gap_ev="6.9 / 7.0" homo_ev="-3.97 / -4.09" charge=-1 multiplicity=2
Cu 0.0306 0.5957 -1.0782 0.492
N -0.5676 2.6335 -0.4515 0.075
C -1.3602 2.5182 0.7179 -0.249
C -0.9275 3.0676 1.9168 -0.039
C -1.6978 2.9315 3.0637 -0.106
C -2.9038 2.2483 3.0054 -0.110
C -3.3081 1.6798 1.8042 -0.049
C -2.5488 1.7840 0.6408 -0.132
C -2.9548 1.0921 -0.6266 -0.205
C -4.3216 1.0049 -0.9133 -0.072
C -4.7719 0.2903 -2.0123 -0.118
C -3.8416 -0.3509 -2.8220 -0.112
C -2.4849 -0.2473 -2.5315 -0.118
C -1.9812 0.4791 -1.4464 -0.112
H -1.1113 2.8106 -1.2844 0.103
H 0.2486 3.2219 -0.3750 0.100
H 0.0161 3.6011 1.9460 0.111
H -1.3463 3.3523 3.9975 0.096
H -3.5085 2.1232 3.8943 0.093
H -4.2185 1.0925 1.7717 0.107
H -5.0404 1.5064 -0.2729 0.098
H -5.8320 0.2338 -2.2289 0.087
H -4.1738 -0.9267 -3.6796 0.088
H -1.7873 -0.7712 -3.1787 0.074
C 0.8683 -0.5440 -4.2436 -0.045
C 0.8030 -1.5973 -3.1720 -0.348
C 1.0643 -2.9235 -3.4484 -0.084
C 0.9821 -3.8359 -2.3885 -0.106
C 0.6384 -3.4249 -1.1306 -0.032
C 0.3510 -2.0419 -0.8800 -0.413
N 0.4719 -1.1731 -1.9478 0.051
N 0.0079 -1.4717 0.2563 -0.026
Si -0.5297 -2.1794 1.7021 0.339
C -2.2544 -2.8499 1.4908 -0.174
C -0.5582 -0.8653 3.0249 -0.161
C 0.5486 -3.5614 2.3738 -0.190
H 1.9052 -0.2701 -4.4485 0.077
H 0.3363 0.3543 -3.9290 0.060
H 0.4192 -0.9053 -5.1710 0.075
H 1.3217 -3.2328 -4.4527 0.091
H 1.1925 -4.8854 -2.5679 0.094
H 0.5806 -4.1327 -0.3148 0.075
H -2.9206 -2.0515 1.1492 0.022
H -2.6424 -3.2566 2.4312 0.021
H -2.2774 -3.6407 0.7350 0.024
H -1.0084 0.0569 2.6468 0.014
H 0.4538 -0.6282 3.3685 0.003
H -1.1368 -1.1999 3.8931 0.033
H 0.4105 -4.5070 1.8433 0.009
H 0.3110 -3.7343 3.4297 0.020
H 1.6056 -3.2850 2.3048 0.030
C 4.1069 1.1844 2.7603 -0.107
C 2.7769 0.6977 2.6928 -0.091
C 2.1075 0.7123 1.5031 -0.044
C 2.7024 1.2184 0.3111 -0.178
C 1.9542 1.2376 -0.9143 -0.129
C 2.5978 1.7968 -1.9956 -0.144
C 3.9282 2.2954 -1.9364 -0.112
C 4.6350 2.2467 -0.7721 -0.077
C 4.0299 1.7101 0.3946 -0.185
C 4.7143 1.6730 1.6410 -0.065
H 4.6406 1.1654 3.7038 0.089
H 2.2970 0.3053 3.5820 0.081
H 1.1024 0.3162 1.4240 0.056
H 2.0873 1.8690 -2.9523 0.069
H 4.3847 2.7167 -2.8267 0.087
H 5.6514 2.6226 -0.7162 0.095
H 5.7317 2.0483 1.6892 0.098


Computed values of calculated total energy (unit: eV) for the preceding records, in sequence: -26233.0956; -466148.6503; -19082.2457; -83193.4493; -20799.9678; -9277.7902; -89657.1425.
Computed values of relative energy (zero: lowest compared OMol25 entry of this formula, charge and spin) (unit: kcal per mole) for the preceding records, in sequence: 0.0; 13.8; 163.7; 285.2; 61.0; 48.9; 6.4.